1.
C8H7Br2N in the gas phase. Source: the OMol25 dataset; level of theory: the ωB97M-V functional and the def2-TZVPD basis.

Positions of all 18 atoms, in Å:
C (2.388, 0.414, 0.214)
C (1.712, 1.442, 0.851)
C (1.683, -0.607, -0.398)
C (0.329, 1.442, 0.895)
C (0.295, -0.614, -0.377)
C (-0.375, 0.409, 0.298)
C (-0.488, -1.670, -1.074)
C (-2.484, 1.295, -0.263)
N (-1.792, 0.370, 0.334)
Br (-1.249, -2.962, 0.223)
Br (-4.361, 0.982, -0.133)
H (3.465, 0.410, 0.189)
H (2.265, 2.243, 1.318)
H (2.208, -1.402, -0.906)
H (-0.212, 2.232, 1.390)
H (0.137, -2.260, -1.742)
H (-1.341, -1.264, -1.617)
H (-2.183, -0.459, 0.798)

Atoms 1-6, force components in eV/Å:
C 0.01 0.01 0.00
C 0.05 -0.03 -0.02
C -0.13 0.04 0.01
C -0.22 -0.15 -0.03
C -0.17 0.05 0.16
C 0.89 0.08 -0.15

E_LUMO: 0.18 eV
Energy above the lowest of the compared OMol25 structures with the same formula, charge and spin: 1.341 eV
Kohn-Sham gap: 8.952 eV

---

2.
2 unconnected molecules or ions with the total composition C8H7Br2NO at a distorted geometry. Source: the OMol25 dataset; level of theory: the ωB97M-V functional and the def2-TZVPD basis.

Positions of all 19 atoms, in Å:
Br (-1.957, 2.044, -0.371)
C (-1.605, 0.135, -0.563)
Br (-2.802, -1.095, 0.320)
C (-0.333, -0.258, -0.672)
C (0.140, -1.573, -0.654)
C (1.425, -1.845, -1.129)
C (2.320, -0.819, -1.640)
C (1.873, 0.448, -1.567)
N (0.614, 0.689, -1.090)
H (-0.476, -2.411, -0.266)
H (1.910, -2.821, -1.141)
H (3.305, -0.962, -2.124)
H (2.537, 1.275, -1.691)
H (0.310, 1.731, -0.999)
C (-1.814, 1.332, 3.022)
C (-0.919, 0.774, 2.336)
O (-0.074, 0.165, 1.811)
H (-2.728, 1.273, 2.528)
H (-1.723, 1.915, 3.892)

Atoms 1-6, force components in eV/Å:
Br -0.28 -0.94 -0.32
C -1.96 0.41 1.00
Br 0.06 0.78 -0.39
C 1.27 1.62 -2.14
C 2.47 -2.90 -0.26
C -0.07 0.65 -0.14

E_LUMO: 0.33 eV
Energy above the lowest of the compared OMol25 structures with the same formula, charge and spin: 2.546 eV
SMILES string: BrC(Br)=C1C=CC=CN1.C=C=O
Kohn-Sham gap: 7.623 eV

---

3.
A molecular structure, C8H7Br3O2 at a distorted geometry. Source: the OMol25 dataset; level of theory: the ωB97M-V functional and the def2-TZVPD basis.

Positions of all 20 atoms, in Å:
C (1.916, -2.075, -0.339)
C (1.557, -1.947, 1.065)
C (1.839, -0.907, -1.083)
C (1.135, -0.795, 1.659)
C (1.520, 0.498, -0.456)
C (0.924, 0.411, 0.915)
C (-3.176, 1.534, -0.146)
C (-1.969, 0.938, -0.875)
O (-1.289, 1.445, -1.732)
O (0.396, 1.393, 1.353)
Br (-3.339, 3.421, -0.672)
Br (-2.899, 1.497, 1.771)
Br (-1.664, -0.926, -0.439)
H (1.912, -2.992, -0.925)
H (1.389, -2.856, 1.609)
H (1.688, -0.892, -2.159)
H (0.591, -0.951, 2.521)
H (2.480, 1.103, -0.398)
H (-3.933, 0.942, -0.631)
H (0.925, 1.159, -1.036)

Atoms 1-6, force components in eV/Å:
C -0.63 3.10 -1.82
C -0.34 0.38 -0.20
C -1.17 0.27 1.18
C 0.57 -2.07 -1.85
C 2.30 -1.95 -0.19
C 1.76 0.45 -0.62

E_LUMO: -0.33 eV
Kohn-Sham gap: 8.612 eV

---

4.
2 unconnected molecules or ions with the total composition C8H7BrN2O2 at a distorted geometry. Source: the OMol25 dataset; level of theory: the ωB97M-V functional and the def2-TZVPD basis.

Positions of all 20 atoms, in Å:
C (2.942, -1.151, 0.854)
C (3.110, -1.034, -0.527)
C (1.698, -0.922, 1.438)
C (2.030, -0.588, -1.271)
C (0.564, -0.532, 0.729)
C (0.775, -0.378, -0.655)
C (-1.147, 0.687, -1.944)
C (-3.552, 0.536, -0.257)
N (-0.321, 0.122, -1.330)
N (-2.770, 1.299, 0.458)
O (-2.908, 2.662, 0.238)
O (-2.065, 0.970, 1.441)
Br (-3.543, -1.246, 0.168)
H (3.841, -1.473, 1.361)
H (3.963, -1.090, -1.126)
H (1.766, -1.151, 2.544)
H (1.983, -0.446, -2.378)
H (-0.336, -0.252, 1.121)
H (-1.977, 2.896, 0.100)
H (-4.051, 1.092, -0.963)

Atoms 1-6, force components in eV/Å:
C 0.46 -0.29 -1.55
C -2.30 1.31 -0.06
C 0.99 -0.88 2.11
C -2.29 -0.01 -0.91
C 3.76 -0.70 -1.72
C 0.51 -0.04 1.48

E_LUMO: 0.46 eV
Energy above the lowest of the compared OMol25 structures with the same formula, charge and spin: 2.641 eV
Kohn-Sham gap: 9.556 eV

---

5.
C8H7Cl3N2 in the gas phase at a distorted geometry. Source: the OMol25 dataset; level of theory: the ωB97M-V functional and the def2-TZVPD basis.

Positions of all 20 atoms, in Å:
C (-2.000, 0.061, 0.822)
C (-1.074, 0.257, -0.354)
C (-1.777, 0.548, -1.550)
N (-2.476, 0.580, -2.461)
N (0.083, -0.318, -0.303)
C (1.324, 0.031, -0.501)
C (2.323, -1.056, -0.714)
C (1.722, 1.338, -0.196)
Cl (3.326, 1.572, 0.423)
C (0.750, 2.335, 0.049)
Cl (0.731, 3.166, 1.579)
C (-0.284, 2.552, -0.811)
Cl (0.011, 2.385, -2.514)
H (-2.030, -0.991, 1.099)
H (-3.007, 0.402, 0.593)
H (-1.614, 0.623, 1.673)
H (3.074, -0.732, -1.430)
H (1.822, -1.944, -1.088)
H (2.829, -1.306, 0.217)
H (-1.100, 3.218, -0.576)

Atoms 1-6, force components in eV/Å:
C -0.10 0.21 0.12
C 0.21 -1.02 0.94
C -0.27 -0.01 -0.81
N -0.28 -0.04 -0.15
N -0.97 -0.22 0.15
C 0.69 0.49 -0.09

E_LUMO (spin up / spin down): -0.85 / -0.85 eV
Energy above the lowest of the compared OMol25 structures with the same formula, charge and spin: 2.055 eV
SMILES string: C/C(C#N)=N/C(C)=C(Cl)\C(Cl)=C/Cl
Kohn-Sham gap (spin up / spin down): 7.422 / 7.423 eV

---

6.
A molecular structure, C8H7ClCuIN3. Source: the OMol25 dataset; level of theory: the ωB97M-V functional and the def2-TZVPD basis.

Positions of all 21 atoms, in Å:
Cu (-0.892, 0.051, -1.033)
Cl (0.200, -2.015, 3.822)
C (-0.792, -0.917, 2.950)
C (-1.667, -0.066, 3.603)
C (-2.444, 0.789, 2.841)
C (-2.319, 0.775, 1.467)
N (-1.466, -0.043, 0.838)
C (-0.717, -0.885, 1.572)
H (-1.742, -0.083, 4.682)
H (-3.148, 1.462, 3.309)
H (-2.922, 1.422, 0.846)
H (-0.056, -1.564, 1.049)
I (3.469, -0.817, -5.254)
C (2.376, -0.206, -3.627)
C (2.826, 0.513, -2.545)
N (1.775, 0.689, -1.727)
N (0.649, 0.131, -2.228)
C (1.016, -0.415, -3.383)
H (3.805, 0.902, -2.313)
H (1.749, 1.209, -0.867)
H (0.300, -0.932, -4.002)

Atoms 1-6, force components in eV/Å:
Cu 0.41 -0.01 0.18
Cl -0.01 0.00 0.00
C 0.02 -0.07 0.03
C -0.05 0.03 0.10
C -0.07 0.02 0.10
C -0.06 0.03 -0.15

E_LUMO: -3.32 eV
Energy above the lowest of the compared OMol25 structures with the same formula, charge and spin: 0.084 eV
Charge: +1
Kohn-Sham gap: 8.716 eV

---

7.
2 unconnected molecules or ions with the total composition C8H7ClFIO3S at a distorted geometry. Source: the OMol25 dataset; level of theory: the ωB97M-V functional and the def2-TZVPD basis.

Positions of all 22 atoms, in Å:
C (-0.343, 0.740, 0.537)
C (-0.313, -0.690, 0.778)
C (0.333, 1.231, -0.467)
C (-0.122, -1.472, -0.267)
C (-0.579, -0.914, 2.321)
C (0.501, -0.979, -1.556)
C (1.022, 0.469, -1.570)
C (-0.272, -2.328, 2.897)
O (-0.908, 0.016, 3.027)
O (-0.086, 3.234, -3.052)
O (0.639, 4.516, -1.070)
F (2.418, 0.607, -1.495)
S (-0.148, 3.448, -1.649)
Cl (-0.234, -3.232, -0.204)
I (-2.575, 3.976, -1.434)
H (-0.994, 1.305, 1.166)
H (1.341, -1.656, -1.918)
H (-0.217, -1.127, -2.451)
H (0.804, 0.897, -2.528)
H (-0.297, -2.187, 3.959)
H (0.860, -2.682, 2.593)
H (-0.832, -3.169, 2.382)

Atoms 1-6, force components in eV/Å:
C 0.15 1.21 -1.00
C -0.78 0.53 2.42
C -0.11 1.23 -2.46
C 1.51 -1.54 -0.59
C 0.36 -1.53 -0.59
C -0.19 -1.00 -2.06

E_LUMO (spin up / spin down): -2.39 / -2.40 eV
Kohn-Sham gap (spin up / spin down): 7.123 / 7.102 eV

---

8.
A molecular structure, C8H7ClN2 at a distorted geometry. Source: the OMol25 dataset; level of theory: the ωB97M-V functional and the def2-TZVPD basis.

Positions of all 18 atoms, in Å:
C (-1.086, -1.916, -0.154)
C (-2.265, -1.165, -0.269)
C (-1.179, 0.914, 0.157)
C (-0.045, 0.155, 0.321)
C (0.056, -1.231, 0.102)
C (-2.342, 0.147, -0.010)
C (2.086, 1.160, -0.364)
C (1.355, 0.233, 0.623)
N (2.344, 2.295, 0.006)
N (1.449, -1.244, 0.485)
Cl (-3.822, 0.931, -0.206)
H (-1.248, -2.993, -0.338)
H (-3.228, -1.613, -0.581)
H (-1.271, 1.933, 0.353)
H (2.351, 0.683, -1.296)
H (1.784, 0.632, 1.609)
H (2.682, 2.882, -0.655)
H (2.378, -1.803, 0.218)

Atoms 1-6, force components in eV/Å:
C -1.11 -2.09 -0.89
C -1.06 -1.84 -0.13
C 0.19 -1.99 1.16
C -1.92 0.16 -0.56
C 0.64 0.75 0.58
C 1.44 1.42 -0.87

E_LUMO: 0.83 eV
Energy above the lowest of the compared OMol25 structures with the same formula, charge and spin: 1.401 eV
Kohn-Sham gap: 9.012 eV

---

9.
A molecular structure, C8H7EuN2O5S at a distorted geometry. Source: the OMol25 dataset; level of theory: the ωB97M-V functional and the def2-TZVPD basis.

Positions of all 24 atoms, in Å:
O (1.523, -5.544, 0.304)
C (1.427, -4.427, 0.029)
Eu (0.480, -2.091, 0.130)
O (0.530, -4.293, 3.413)
C (0.470, -3.575, 2.525)
C (0.640, 0.064, 1.841)
O (0.638, 0.997, 2.500)
C (2.024, -0.305, -1.264)
O (2.391, 0.682, -1.704)
C (3.086, -1.603, 0.883)
O (3.911, -1.249, 1.618)
H (2.924, -1.713, -0.359)
S (-2.032, -1.080, -0.867)
C (-1.683, 0.582, -0.747)
N (-1.052, 1.324, -1.686)
C (-1.234, 2.760, -1.503)
C (-1.957, 2.846, -0.180)
N (-2.229, 1.448, 0.129)
H (-0.733, 0.921, -2.551)
H (-1.844, 3.177, -2.309)
H (-0.267, 3.259, -1.496)
H (-2.894, 3.404, -0.231)
H (-1.337, 3.283, 0.602)
H (-2.784, 1.132, 0.925)

Atoms 1-6, force components in eV/Å:
O -0.23 4.42 -1.23
C 0.80 -5.86 0.96
Eu -1.21 0.85 -0.03
O -0.18 2.26 -2.71
C 0.03 -2.20 3.06
C -0.17 2.92 2.06

E_LUMO (spin up / spin down): -8.56 / -9.03 eV
Charge: +2
Kohn-Sham gap (spin up / spin down): 7.339 / 5.975 eV
Multiplicity: 7

---

10.
2 unconnected molecules or ions with the total composition C8H7FSi at a distorted geometry. Source: the OMol25 dataset; level of theory: the ωB97M-V functional and the def2-TZVPD basis.

Positions of all 17 atoms, in Å:
C (1.689, -1.061, 2.227)
C (-2.373, -1.064, 0.005)
C (3.305, 0.251, -1.253)
C (1.029, -0.070, 1.960)
C (-1.747, -0.745, -1.033)
C (2.320, 0.821, -0.839)
C (0.099, 0.893, 1.492)
C (-1.178, -0.255, -2.159)
F (1.124, 3.198, -0.022)
Si (0.862, 1.592, -0.124)
H (2.341, -1.930, 2.455)
H (-2.477, -0.898, 1.021)
H (3.920, -0.512, -1.636)
H (-0.099, 1.747, 2.184)
H (-0.972, 0.500, 1.535)
H (-1.612, 0.607, -2.807)
H (-0.334, -0.843, -2.652)

Atoms 1-6, force components in eV/Å:
C 0.09 0.49 -0.12
C 1.67 0.68 -3.02
C -1.38 -0.13 0.25
C 1.26 -2.93 1.15
C -1.66 -0.08 1.79
C 0.81 0.01 0.53

E_LUMO (spin up / spin down): -0.63 / -1.00 eV
Kohn-Sham gap (spin up / spin down): 7.911 / 6.328 eV

---

11.
C8H7N in the gas phase at a distorted geometry. Source: the OMol25 dataset; level of theory: the ωB97M-V functional and the def2-TZVPD basis.

Positions of all 16 atoms, in Å:
N (-3.604, 0.656, -0.275)
C (-2.793, -0.148, -0.226)
C (-1.759, -0.969, 0.315)
C (-0.432, -0.296, 0.056)
C (-0.241, 1.057, 0.300)
C (1.063, 1.568, 0.063)
C (2.167, 0.780, -0.259)
C (1.984, -0.600, -0.249)
C (0.682, -1.068, -0.292)
H (-1.930, -1.977, -0.051)
H (-1.782, -0.998, 1.372)
H (-1.140, 1.580, 0.606)
H (1.053, 2.575, 0.115)
H (3.179, 1.109, -0.485)
H (2.905, -1.116, -0.489)
H (0.650, -2.153, -0.501)

Atoms 1-6, force components in eV/Å:
N -0.77 0.52 -0.84
C -0.87 0.64 1.30
C 0.94 -0.32 -1.25
C 1.40 -0.94 -0.50
C 1.03 -1.46 -0.58
C -1.37 -2.14 -0.02

E_LUMO: 0.72 eV
Energy above the lowest of the compared OMol25 structures with the same formula, charge and spin: 0.527 eV
SMILES string: N#CCc1ccccc1
Kohn-Sham gap: 10.251 eV

---

12.
A gas-phase ion, C8H7N4O3 (charge +1) at a distorted geometry. Source: the OMol25 dataset; level of theory: the ωB97M-V functional and the def2-TZVPD basis.

Positions of all 22 atoms, in Å:
C (-2.561, -0.715, -0.185)
C (-1.216, -0.466, -2.588)
C (-1.174, -0.596, -0.192)
C (-0.530, -0.683, 1.130)
C (0.992, -0.608, -1.455)
C (1.014, 1.115, 1.152)
C (1.246, 1.627, -0.342)
C (-0.523, -0.493, -1.363)
N (-3.691, -0.559, -0.274)
N (-1.929, -0.411, -3.524)
N (1.689, 0.519, -1.103)
N (-1.063, -1.565, 2.232)
O (1.493, -1.622, -1.854)
O (0.386, 0.131, 1.651)
O (2.027, 2.723, -0.383)
H (1.654, 1.700, 1.702)
H (0.275, 2.025, -0.650)
H (2.732, 0.455, -1.312)
H (-1.642, -2.251, 1.722)
H (-1.657, -0.915, 2.726)
H (-0.213, -1.998, 2.610)
H (2.691, 2.588, 0.299)

Atoms 1-6, force components in eV/Å:
C -1.21 0.53 -0.29
C -2.59 0.40 -2.77
C 1.75 -0.60 1.42
C 0.51 -0.09 -1.02
C -0.03 0.82 0.18
C 0.43 1.13 -3.13

E_LUMO (spin up / spin down): -5.22 / -5.70 eV
Energy above the lowest of the compared OMol25 structures with the same formula, charge and spin: 0.000 eV
Charge: +1
Kohn-Sham gap (spin up / spin down): 7.661 / 7.007 eV

---

13.
C8H7N5 in the gas phase at a distorted geometry. Source: the OMol25 dataset; level of theory: the ωB97M-V functional and the def2-TZVPD basis.

Positions of all 20 atoms, in Å:
C (-2.580, -0.545, -3.357)
C (-2.526, -0.505, -2.159)
C (-2.347, -0.345, -0.697)
N (-0.991, -0.013, -0.458)
C (-0.103, 0.432, -1.417)
N (1.121, 0.748, -1.041)
C (1.077, 0.322, 0.317)
C (2.097, 0.374, 1.336)
N (3.374, 0.794, 1.149)
N (1.684, 0.012, 2.523)
C (0.475, -0.444, 2.731)
N (-0.522, -0.620, 1.869)
C (-0.180, -0.076, 0.708)
H (-2.416, -0.681, -4.417)
H (-2.993, 0.526, -0.263)
H (-2.689, -1.241, -0.184)
H (-0.353, 0.567, -2.429)
H (3.623, 0.886, 0.131)
H (3.930, 0.638, 1.945)
H (0.316, -0.830, 3.714)

Atoms 1-6, force components in eV/Å:
C 0.47 -0.37 -0.19
C -0.48 0.29 0.19
C -2.20 1.42 0.16
N 3.56 0.22 0.44
C 1.11 0.96 0.18
N -1.49 -1.75 1.62

E_LUMO: 0.83 eV
Energy above the lowest of the compared OMol25 structures with the same formula, charge and spin: 0.488 eV
SMILES string: C#CCn1cnc2c(N)ncnc21
Kohn-Sham gap: 9.330 eV

---

How do the records compare in electronic energy? In the order shown, they have -149983.1749 -152029.0194 -222629.6554 -85521.6184 -48953.9149 -78136.6914 -48723.1233 -23909.2268 -51770.5801 -18997.0942 -9898.2798 -20499.0095 -15858.2038 eV.